Record 1
{
  "formula": "C3H6N2O",
  "method": "wB97M-V/def2-TZVPD",
  "symbols": ["H", "N", "C", "C", "O", "N", "C", "H", "H", "H", "H", "H"],
  "coordinates": [[-0.5086, -1.5352, -1.2346], [-1.2395, -0.9332, -0.8517], [-0.7525, 0.0689, -0.2223], [-1.7512, 1.0215, 0.3818], [-1.4188, 1.9768, 1.0449], [0.5404, 0.4171, 0.0273], [1.6079, -0.5565, 0.0055], [-2.8037, 0.7508, 0.1886], [0.6317, 1.2223, 0.6315], [1.2935, -1.4937, 0.4857], [2.4600, -0.1544, 0.5570], [1.9407, -0.7842, -1.0137]],
  "forces_ev_per_angstrom": [[-0.1, 0.0, 0.1], [0.3, 0.2, 0.1], [0.1, 0.0, 0.0], [0.0, 0.4, 0.2], [-0.2, -0.4, -0.3], [-0.2, 0.0, 0.1], [0.1, -0.1, -0.1], [0.1, 0.1, 0.0], [0.0, -0.1, 0.0], [0.1, 0.1, -0.1], [-0.1, -0.1, -0.1], [-0.1, 0.0, 0.1]],
  "nbo_charge": [0.337, -0.674, 0.314, 0.398, -0.515, -0.604, -0.420, 0.142, 0.414, 0.195, 0.216, 0.197],
  "smiles": "[H]/N=C(/C=O)NC",
  "lumo_energy_ev": 0.3,
  "spin_multiplicity": 1
}

Record 2
{
  "formula": "C3H6N2O",
  "method": "wB97M-V/def2-TZVPD",
  "symbols": ["C", "N", "C", "C", "O", "N", "H", "H", "H", "H", "H", "H"],
  "coordinates": [[0.3872, 0.7580, -0.0966], [-1.6144, 0.1531, 0.2448], [-0.3165, -0.4500, -0.3665], [1.0328, 1.8768, -0.0184], [0.6832, -2.4785, -0.1918], [0.5626, -1.1748, 0.4204], [1.2095, -2.9693, 0.4489], [-1.6708, 0.0088, 1.2489], [-2.4448, 0.2857, -0.3307], [-0.4696, -0.7232, -1.4147], [0.5227, 2.8249, 0.0924], [2.1180, 1.8884, -0.0368]],
  "forces_ev_per_angstrom": [[1.5, 0.2, -1.8], [0.0, -1.0, -0.5], [-1.4, 2.7, 1.3], [0.3, -0.3, 0.3], [0.1, 0.4, 0.2], [-0.2, -1.4, 0.2], [0.0, 0.1, 0.0], [-0.4, -0.1, -0.4], [0.1, -0.5, 0.6], [0.1, -0.1, 0.2], [-0.1, 0.0, 0.0], [0.0, 0.0, 0.1]],
  "nbo_charge": [0.324, -0.877, -0.044, -0.512, -0.602, -0.248, 0.470, 0.391, 0.385, 0.221, 0.246, 0.247],
  "lumo_energy_ev": [0.6, 0.3],
  "spin_multiplicity": 1
}

Record 3
{
  "formula": "C3H6N2O",
  "method": "wB97M-V/def2-TZVPD",
  "symbols": ["C", "C", "C", "N", "N", "O", "H", "H", "H", "H", "H", "H"],
  "coordinates": [[1.3957, -0.2688, 0.2741], [-0.7731, 1.7689, 1.4265], [-0.2458, -1.4265, -1.4001], [0.6200, 0.6778, -0.2742], [0.1933, -0.6978, -0.2459], [2.3786, -0.6237, 0.8202], [-0.1720, 1.4655, 2.2582], [-0.6344, 2.7469, 1.0141], [-1.6449, 1.2040, 1.1735], [-0.2940, -2.4790, -1.1252], [-1.2416, -1.0709, -1.6637], [0.4182, -1.2963, -2.2574]],
  "forces_ev_per_angstrom": [[-0.3, -0.9, 0.2], [0.7, -0.2, -0.6], [-0.2, -0.1, -0.4], [-1.0, 1.2, -0.1], [0.2, -0.1, 0.5], [0.7, 0.1, 0.3], [0.1, -0.1, 0.3], [0.0, 0.3, 0.0], [-0.2, -0.2, -0.1], [0.0, 0.0, -0.1], [0.0, -0.1, 0.0], [0.1, 0.0, 0.0]],
  "nbo_charge": [0.733, -0.434, -0.432, -0.236, -0.275, -0.534, 0.178, 0.182, 0.174, 0.223, 0.215, 0.205],
  "lumo_energy_ev": [-0.9, 0.2],
  "spin_multiplicity": 1
}

Record 4
{
  "formula": "C3H6N2O",
  "method": "wB97M-V/def2-TZVPD",
  "symbols": ["N", "C", "C", "O", "C", "N", "H", "H", "H", "H", "H", "H"],
  "coordinates": [[-0.1987, 1.6131, -0.7578], [-0.3395, 0.4982, -0.1757], [-0.6786, -0.8380, -0.6277], [-0.1952, -1.4882, 0.5311], [0.0129, -0.2372, 1.1184], [0.4548, 0.0752, 2.2392], [-0.0129, 2.3397, -0.0786], [1.2708, 0.5280, -1.5616], [-1.6803, -0.0880, -0.2637], [-0.7804, -1.4498, -1.5266], [1.4100, -0.2021, -1.6650], [0.7373, -0.7507, 2.7680]],
  "forces_ev_per_angstrom": [[-0.5, 0.1, 0.6], [1.8, 0.7, -0.3], [-2.4, 0.9, 0.2], [-0.2, 0.4, 0.5], [0.6, 0.2, 0.6], [0.0, -0.1, -0.3], [0.1, 0.3, 0.1], [0.6, -0.4, -0.5], [-0.3, -2.9, -0.9], [0.0, 0.7, 0.1], [0.5, 0.0, -0.3], [-0.2, 0.0, 0.1]],
  "nbo_charge": [-0.650, 0.126, -0.062, -0.495, 0.498, -0.612, 0.359, 0.038, 0.239, 0.252, -0.059, 0.366],
  "lumo_energy_ev": 0.3,
  "spin_multiplicity": 1
}

Record 5
{
  "formula": "C3H6N2O",
  "method": "wB97M-V/def2-TZVPD",
  "symbols": ["C", "C", "C", "N", "N", "O", "H", "H", "H", "H", "H", "H"],
  "coordinates": [[0.1597, -0.1790, 0.1063], [-0.1546, -1.2228, -1.0379], [1.3182, 0.5251, -0.0963], [-0.5911, 0.0942, 1.2375], [-0.9741, 2.6019, 1.4916], [-1.3955, 1.5555, 1.7407], [0.7070, -1.9446, -1.2644], [-0.2883, -0.7250, -1.9815], [-0.9826, -1.8420, -0.9118], [1.6941, 0.4018, -1.1116], [1.7314, 1.3620, 0.4463], [-1.2243, -0.6272, 1.3811]],
  "forces_ev_per_angstrom": [[0.8, 0.7, -0.1], [2.3, 0.3, 0.4], [-0.9, 0.0, -1.4], [3.6, -2.3, -1.5], [-0.6, -2.2, 0.3], [-0.5, 3.9, -0.2], [-0.9, 1.2, 0.8], [-0.2, 0.6, -0.3], [-1.6, -0.9, 0.7], [0.5, 0.0, 0.3], [-0.2, -0.2, 0.5], [-2.1, -1.2, 0.5]],
  "nbo_charge": [0.124, -0.660, -0.413, -0.541, 0.170, -0.055, 0.224, 0.220, 0.211, 0.180, 0.205, 0.336],
  "lumo_energy_ev": [0.0, -0.6],
  "spin_multiplicity": 1
}

Record 6
{
  "formula": "C3H6N2O",
  "method": "wB97M-V/def2-TZVPD",
  "symbols": ["N", "C", "O", "C", "C", "N", "H", "H", "H", "H", "H", "H"],
  "coordinates": [[-0.9919, 0.1702, -1.5189], [-1.1576, 0.4315, -0.1959], [-2.2210, 0.7525, 0.3081], [0.0534, 0.2895, 0.6792], [0.8766, -0.9459, 0.7392], [1.3646, 0.2337, 0.0413], [-1.7711, 0.3968, -2.1187], [-0.0614, 0.1193, -1.9081], [-0.1342, 0.8374, 1.5989], [0.6311, -1.7952, 0.1071], [1.3228, -1.2034, 1.6988], [2.0889, 0.7135, 0.5690]],
  "forces_ev_per_angstrom": [[-0.1, 0.1, 0.0], [-0.2, 0.0, 0.1], [0.2, -0.1, -0.3], [-0.2, 0.1, 0.2], [0.0, -0.3, 0.1], [0.2, 0.1, -0.1], [0.2, -0.1, 0.0], [-0.1, 0.1, 0.2], [0.4, 0.0, 0.0], [0.0, 0.1, 0.1], [-0.1, 0.1, -0.2], [-0.2, 0.0, 0.0]],
  "nbo_charge": [-0.827, 0.655, -0.612, -0.187, -0.238, -0.600, 0.403, 0.411, 0.224, 0.203, 0.200, 0.367],
  "smiles": "NC(=O)[C@H]1CN1",
  "lumo_energy_ev": 1.0,
  "spin_multiplicity": 1
}

Record 7
{
  "formula": "C3H6N2O",
  "method": "wB97M-V/def2-TZVPD",
  "symbols": ["O", "C", "N", "C", "C", "N", "H", "H", "H", "H", "H", "H"],
  "coordinates": [[-2.0836, 0.2136, 1.4418], [-1.1097, 0.2368, 0.7278], [0.0756, -0.4347, 0.9796], [1.0326, -0.6862, -0.0565], [0.2005, 0.9384, -1.1610], [-1.0283, 0.8613, -0.5399], [0.0020, -1.0905, 1.7447], [1.0833, -1.7485, -0.3333], [2.0295, -0.2938, 0.1510], [0.9024, 1.5054, -0.5411], [0.7336, -0.2230, -1.2487], [-1.8276, 0.6354, -1.1200]],
  "forces_ev_per_angstrom": [[0.4, 0.0, -0.3], [-0.2, -0.1, 0.1], [-0.1, 0.0, 0.1], [0.1, 0.0, 0.1], [0.0, 0.1, 0.2], [-0.1, -0.1, 0.0], [0.0, 0.1, -0.1], [0.0, 0.2, 0.0], [-0.2, 0.0, -0.1], [-0.1, -0.1, -0.1], [0.0, -0.2, 0.0], [0.1, 0.0, 0.1]],
  "nbo_charge": [-0.595, 0.779, -0.647, -0.291, -0.204, -0.661, 0.415, 0.204, 0.204, 0.152, 0.241, 0.403],
  "lumo_energy_ev": 0.7,
  "spin_multiplicity": 1
}

Record 8
{
  "formula": "C3H6N2O",
  "method": "wB97M-V/def2-TZVPD",
  "symbols": ["C", "N", "C", "N", "C", "O", "H", "H", "H", "H", "H", "H"],
  "coordinates": [[-1.7532, -0.2689, -0.5300], [-0.9671, 0.8889, -0.1099], [0.3048, 1.0145, 0.2675], [1.0129, -0.1549, 0.2658], [2.3558, -0.1490, 0.6179], [3.0416, -1.1428, 0.6235], [-2.5445, -0.4871, 0.1940], [-2.2069, -0.0797, -1.5072], [-1.1274, -1.1565, -0.6249], [-1.4858, 1.7542, -0.0978], [0.6700, -1.0815, 0.0173], [2.6997, 0.8628, 0.8839]],
  "forces_ev_per_angstrom": [[0.1, -0.2, 0.0], [0.2, 0.2, 0.1], [-0.3, -0.3, -0.1], [0.0, 0.0, 0.0], [0.2, -0.2, 0.0], [-0.3, 0.4, 0.0], [0.1, 0.0, -0.1], [0.1, 0.0, 0.1], [-0.1, 0.1, 0.0], [0.1, -0.1, 0.0], [0.0, 0.1, 0.0], [0.0, -0.1, 0.0]],
  "nbo_charge": [-0.435, -0.592, 0.197, -0.680, 0.556, -0.570, 0.208, 0.210, 0.195, 0.394, 0.380, 0.136],
  "lumo_energy_ev": 0.7,
  "spin_multiplicity": 1
}

The energy above the lowest of the compared OMol25 structures with the same formula, charge and spin results, record by record, are as follows: 1.254 7.721 6.028 5.794 6.977 1.187 3.864 1.944 eV.
The electronic energy results, record by record, are as follows: -302.647000 -302.409343 -302.471560 -302.480179 -302.436700 -302.649464 -302.551091 -302.621655 hartree.